# 1
The following is a DFT calculation (ωB97M-V/def2-TZVPD) of a single C24H41NO5 molecule in a non-equilibrium geometry.

Output
Structure (SMILES): CCC(=O)O[C@@](N)(CCO)CCOCCOc1ccc(C(C)(C)CC(C)(C)C)cc1
HOMO-LUMO gap: 9.1 eV
HOMO level: -8.56 eV
DFT total energy: -1370.0175 Ha

The geometry in XYZ format:
```
71
C24H41NO5 ωB97M-V/def2-TZVPD
C -5.257 -0.497 -1.038
C -3.902 -0.665 -0.322
C -3.887 -1.827 0.625
O -4.783 -2.087 1.360
O -2.786 -2.624 0.538
C -1.814 -2.539 1.647
N -2.139 -3.547 2.635
C -0.458 -2.816 0.982
C 0.425 -3.852 1.656
O 1.790 -3.581 1.290
C -1.869 -1.196 2.359
C -0.624 -0.960 3.228
O -0.869 -0.160 4.364
C -1.193 1.178 4.084
C 0.021 2.102 3.950
O 1.132 1.511 3.277
C 1.271 1.779 1.944
C 0.206 1.891 1.052
C 0.434 2.126 -0.308
C 1.730 2.227 -0.833
C 1.899 2.472 -2.332
C 1.078 3.747 -2.669
C 3.352 2.819 -2.739
C 1.318 1.333 -3.190
C 1.658 -0.136 -2.843
C 3.129 -0.383 -2.504
C 1.355 -0.947 -4.109
C 0.780 -0.718 -1.736
C 2.785 2.115 0.072
C 2.563 1.899 1.436
H -5.641 0.501 -0.855
H -5.994 -1.221 -0.716
H -5.117 -0.559 -2.111
H -3.621 0.245 0.197
H -3.129 -0.846 -1.062
H -3.087 -3.365 2.946
H -2.131 -4.461 2.200
H -0.684 -3.178 -0.017
H 0.097 -1.899 0.835
H 0.345 -3.828 2.738
H 0.169 -4.862 1.341
H 2.318 -3.634 2.087
H -2.754 -1.127 2.987
H -1.937 -0.380 1.641
H 0.179 -0.573 2.606
H -0.289 -1.919 3.609
H -1.768 1.541 4.934
H -1.841 1.290 3.213
H 0.385 2.382 4.933
H -0.267 3.016 3.429
H -0.818 1.797 1.382
H -0.427 2.210 -0.949
H 1.256 4.519 -1.927
H 1.297 4.095 -3.675
H 0.020 3.507 -2.625
H 4.101 2.278 -2.176
H 3.493 3.886 -2.612
H 3.477 2.554 -3.784
H 0.231 1.410 -3.180
H 1.623 1.492 -4.224
H 3.228 -1.389 -2.102
H 3.731 -0.316 -3.408
H 3.522 0.300 -1.762
H 1.545 -2.007 -3.953
H 0.306 -0.856 -4.388
H 1.962 -0.614 -4.949
H 1.164 -0.492 -0.743
H 0.764 -1.803 -1.816
H -0.249 -0.363 -1.784
H 3.805 2.200 -0.261
H 3.384 1.803 2.131
```

The molecule's Mulliken atomic charges, reported in e, are given here: -1.310, 0.452, 0.279, -0.540, -0.501, 1.065, -0.529, -0.273, -0.918, -0.541, -0.838, -0.388, -0.516, -0.358, -0.723, -0.472, 0.509, 0.190, -0.957, 0.333, 2.442, -2.062, -1.846, -2.204, 3.014, -1.977, -2.089, -1.972, -0.172, -1.572, 0.317, 0.365, 0.329, 0.138, 0.076, 0.395, 0.319, 0.677, -0.500, 0.515, 0.295, 0.304, 0.644, 0.010, 0.356, 0.240, 0.422, 0.156, 0.443, 0.395, 0.312, 0.266, 0.436, 0.490, 0.416, 0.462, 0.426, 0.333, 0.264, 0.715, 0.478, 0.386, 0.302, 0.443, 0.392, 0.501, 0.207, 0.739, 0.118, 0.443, 0.447

***

# 2
The following is a DFT calculation (ωB97M-V/def2-TZVPD) of a molecular structure, C24H42AsBrN4O2PdSi2 in a non-equilibrium geometry.

Output
HOMO-LUMO gap (spin up / spin down): 6.2 / 6.3 eV
HOMO level (spin up / spin down): -7.68 / -7.68 eV
DFT total energy: -6825.9301 Ha

The geometry in XYZ format:
```
77
C24H42AsBrN4O2PdSi2 ωB97M-V/def2-TZVPD
Pd -0.840 0.867 -0.044
C 1.761 0.663 -4.166
N 1.515 1.474 -2.976
C 0.265 2.221 -3.024
C 1.996 1.079 -1.762
N 1.289 1.195 -0.683
N 3.280 0.578 -1.763
C 4.328 1.225 -2.539
C 3.754 -0.140 -0.598
H 0.832 0.180 -4.477
H 2.493 -0.111 -3.955
H 2.121 1.283 -4.989
H 0.262 2.831 -3.927
H 0.176 2.863 -2.157
H -0.594 1.549 -3.057
H 1.847 1.076 0.145
H 3.897 1.896 -3.274
H 4.941 0.480 -3.052
H 4.981 1.810 -1.882
H 4.148 0.529 0.176
H 4.559 -0.809 -0.904
H 2.954 -0.744 -0.173
Br -2.086 -1.066 -5.034
C -3.532 0.056 -4.521
C -4.537 0.198 -5.470
C -5.645 0.984 -5.197
C -5.734 1.655 -3.986
C -4.709 1.539 -3.065
C -3.599 0.728 -3.298
C -2.572 0.667 -2.191
O -1.917 -0.375 -1.994
O -2.459 1.705 -1.469
H -4.441 -0.309 -6.420
H -6.436 1.073 -5.932
H -6.595 2.274 -3.769
H -4.744 2.084 -2.131
C 1.026 2.719 4.596
Si 1.070 2.597 2.725
C 0.416 4.188 1.993
C 2.882 2.469 2.241
As -0.053 0.587 2.175
Si -2.316 1.493 1.987
C -3.549 0.147 1.532
C -2.747 3.133 1.172
C -2.605 1.827 3.829
H 1.576 3.608 4.922
H 1.492 1.839 5.051
H 0.004 2.788 4.980
H 1.095 5.012 2.234
H -0.574 4.434 2.388
H 0.335 4.115 0.905
H 3.454 3.225 2.786
H 3.027 2.647 1.170
H 3.295 1.486 2.490
H -3.495 -0.133 0.476
H -4.560 0.517 1.728
H -3.389 -0.747 2.143
H -1.951 3.520 0.541
H -2.985 3.876 1.939
H -3.612 2.988 0.524
H -2.257 1.015 4.473
H -3.677 1.974 4.002
H -2.083 2.742 4.128
N -0.973 -2.026 0.312
C -0.523 -3.315 0.619
C 0.196 -4.058 -0.319
C 0.652 -5.329 -0.007
C 0.409 -5.883 1.243
C -0.287 -5.137 2.186
C -0.745 -3.864 1.882
H -1.806 -1.760 0.807
H -1.079 -1.846 -0.677
H 0.386 -3.630 -1.299
H 1.195 -5.897 -0.754
H 0.755 -6.881 1.480
H -0.481 -5.551 3.168
H -1.278 -3.282 2.627
```

The molecule's Mulliken atomic charges, reported in e, are given here: 0.606, -0.978, 0.209, -1.085, 0.354, 0.143, 0.170, -1.172, -1.046, 0.125, 0.420, 0.324, 0.315, 0.246, 0.400, -0.247, 0.377, 0.317, 0.368, 0.321, 0.314, 0.310, -0.183, 0.202, -0.657, -0.457, -0.742, -0.257, 0.183, 0.540, -0.542, -0.709, 0.408, 0.372, 0.395, 0.413, -1.092, 0.686, -0.979, -1.227, -0.540, 1.281, -1.272, -1.254, -1.309, 0.320, 0.309, 0.292, 0.428, 0.250, 0.139, 0.483, 0.308, 0.326, 0.257, 0.433, 0.317, 0.264, 0.446, 0.339, 0.351, 0.398, 0.246, 0.026, 0.623, -0.562, -0.467, -0.545, -0.514, -0.462, -0.042, 0.124, 0.413, 0.361, 0.365, 0.364, 0.357

***

What is the DFT total energy in the second record?
-6825.9301 Ha